[1]
The following is a quantum chemistry calculation of a molecular structure, C5H9ClN2O2S2 at a distorted geometry, from OMol25.

```
! wB97M-V def2-TZVPD RIJCOSX def2/J DEFGRID3
* xyz 0 1
C 0.53 -0.36 0.95
C 1.99 -0.39 1.69
C 2.12 0.10 -0.84
C 0.01 -1.78 1.47
C -0.14 -0.61 -1.53
N 0.87 -0.52 -0.46
N -2.17 2.60 0.08
O -0.39 0.54 1.36
O -2.83 0.33 -0.49
S 3.23 0.01 0.65
S -2.50 1.11 0.63
Cl 1.91 1.91 -1.36
H 2.57 -0.51 -1.59
H 0.67 -2.56 1.12
H -0.99 -2.03 1.13
H -0.09 -1.92 2.59
H -0.71 -1.56 -1.41
H -0.79 0.23 -1.44
H 0.38 -0.61 -2.52
H -1.59 2.70 -0.79
H -2.07 3.32 0.75
*
```

The relative energy (zero: lowest compared OMol25 entry of this formula, charge and spin) comes out at 94.9 kcal per mole. As for the strongest force on any atom: 3.80 eV/Å. The value obtained for the highest occupied orbital energy is -8.269 eV. Its LUMO energy is -1.393 eV. For the HOMO-LUMO gap, the calculation gives 6.876 eV.

=====

[2]
The following is a quantum chemistry calculation of 2 unconnected molecules or ions with the total composition C3H9OP at a distorted geometry, from OMol25.

```
! wB97M-V def2-TZVPD RIJCOSX def2/J DEFGRID3
* xyz 0 3
C -1.04 -1.28 -0.16
C -2.24 -0.99 0.71
C 2.27 1.92 -1.52
O -0.05 -1.12 2.26
P -0.72 -0.06 1.18
H -0.55 -2.24 -0.02
H -1.07 -0.93 -1.18
H -3.04 -0.42 0.25
H -2.58 -1.77 1.39
H 1.32 1.47 -1.78
H 2.43 1.81 -0.45
H 3.06 1.42 -2.06
H 2.25 2.97 -1.78
H -0.05 -0.79 3.16
*
```

The relative energy (zero: lowest compared OMol25 entry of this formula, charge and spin) comes out at 19.3 kcal per mole. As for the strongest force on any atom: 1.92 eV/Å. The value obtained for the highest occupied orbital energy (alpha / beta) is -4.232 / -9.825 eV. As for the expectation value of S²: 2.005. Its LUMO energy (alpha / beta) is 1.064 / -3.103 eV. For the HOMO-LUMO gap (alpha / beta), the calculation gives 5.296 / 6.722 eV.

=====

[3]
The following is a quantum chemistry calculation of C5H13N2S in the gas phase at a distorted geometry, from OMol25.

```
! wB97M-V def2-TZVPD RIJCOSX def2/J DEFGRID3
* xyz 0 2
C -0.35 0.31 0.12
N 0.97 -0.05 0.71
C 1.10 0.14 2.20
C 2.32 -0.59 2.82
S 2.43 -0.54 4.65
C -0.53 0.18 -1.39
N -1.87 0.43 -1.83
C -2.07 -0.04 -3.22
H -0.95 -0.36 0.82
H -0.83 1.30 0.55
H 1.76 0.13 0.08
H 1.17 1.24 2.57
H 0.24 -0.36 2.73
H 3.30 -0.03 2.44
H 2.21 -1.65 2.52
H 0.07 0.96 -1.97
H -0.09 -0.79 -1.83
H -2.61 0.25 -1.16
H -3.15 -0.29 -3.31
H -1.68 0.66 -3.98
H -1.44 -0.90 -3.52
*
```

The relative energy (zero: lowest compared OMol25 entry of this formula, charge and spin) comes out at 40.6 kcal per mole. As for the strongest force on any atom: 3.74 eV/Å. The value obtained for the highest occupied orbital energy (alpha / beta) is -8.525 / -8.523 eV. As for the expectation value of S²: 0.753. Its LUMO energy (alpha / beta) is 1.049 / -1.977 eV. For the HOMO-LUMO gap (alpha / beta), the calculation gives 9.574 / 6.546 eV.

=====

[4]
The following is a quantum chemistry calculation of C22H32N4O3 in the gas phase, from OMol25.

```
! wB97M-V def2-TZVPD RIJCOSX def2/J DEFGRID3
* xyz 0 1
O 3.94 2.37 1.76
C 3.38 2.57 0.70
C 2.23 3.56 0.55
C 0.98 2.92 -0.06
C 0.65 1.58 0.62
C -0.38 0.82 -0.19
O -1.14 1.41 -0.96
N -0.42 -0.52 -0.08
C -1.19 -1.26 -1.07
C -2.66 -1.45 -0.65
O -3.11 -2.55 -0.37
N -3.35 -0.31 -0.65
C -4.73 -0.20 -0.25
C -4.87 0.68 1.02
C -5.75 1.87 0.61
C -5.56 1.97 -0.90
C -5.56 0.51 -1.33
C 0.39 -1.28 0.86
C -0.34 -2.49 1.49
C 0.75 -3.55 1.63
C 1.57 -3.38 0.36
C 1.67 -1.86 0.20
N 3.69 1.92 -0.46
C 4.48 0.79 -0.64
C 5.32 0.26 0.34
C 6.03 -0.88 0.04
C 5.89 -1.46 -1.22
C 5.04 -0.84 -2.12
N 4.35 0.25 -1.85
H 2.56 4.39 -0.07
H 2.01 3.94 1.55
H 0.14 3.60 0.03
H 1.13 2.74 -1.13
H 1.56 0.99 0.70
H 0.27 1.76 1.62
H -0.73 -2.23 -1.23
H -1.17 -0.68 -2.00
H -2.85 0.55 -0.89
H -5.07 -1.23 -0.07
H -3.88 1.03 1.31
H -5.29 0.12 1.85
H -6.79 1.65 0.84
H -5.47 2.78 1.13
H -4.60 2.43 -1.13
H -6.35 2.55 -1.38
H -6.57 0.12 -1.33
H -5.13 0.36 -2.32
H 0.67 -0.61 1.67
H -1.13 -2.86 0.84
H -0.79 -2.22 2.44
H 0.34 -4.55 1.73
H 1.37 -3.34 2.51
H 2.56 -3.85 0.43
H 1.04 -3.82 -0.48
H 1.74 -1.56 -0.85
H 2.56 -1.48 0.71
H 3.17 2.15 -1.30
H 5.39 0.74 1.31
H 6.68 -1.33 0.77
H 6.43 -2.35 -1.49
H 4.89 -1.24 -3.12
*
```

The relative energy (zero: lowest compared OMol25 entry of this formula, charge and spin) comes out at 15.1 kcal per mole. As for the strongest force on any atom: 0.58 eV/Å. Its SMILES is O=C(CCCC(=O)N(CC(=O)NC1CCCC1)C1CCCC1)Nc1ccccn1. The value obtained for the highest occupied orbital energy is -9.030 eV. Its LUMO energy is 0.680 eV. For the HOMO-LUMO gap, the calculation gives 9.710 eV.

=====

Record-wise E_tot values, in eV: -46593.3241; -14587.6149; -19207.9594; -35438.6921